C37H31IO3PPtS as an isolated structure, computed with ωB97M-V/def2-TZVPD.

The total energy comes out at -2810.638469 Eh. The HOMO energy is -11.0 eV. The net charge is +1.

CARTESIAN COORDINATES (ANGSTROEM)
C  -2.17  4.61  -4.34
H  -3.71  1.55  -2.18
H  -2.43  5.52  -4.87
C  0.52  2.63  4.49
H  -1.07  7.18  -0.73
Pt  0.00  0.13  -0.41
C  -1.37  -5.11  -0.83
H  -5.81  -2.10  -1.49
H  3.20  -0.09  -4.91
C  -3.70  0.47  -2.09
C  -2.64  -6.21  -2.70
C  1.89  1.16  2.58
P  -0.92  0.64  -2.37
H  -0.57  5.20  0.64
H  -2.72  3.31  -5.93
O  1.44  -1.16  -1.21
H  -0.24  -4.11  0.71
H  2.18  3.99  4.41
C  -4.89  -1.58  -1.70
C  -2.52  -1.63  -2.12
C  -2.51  -0.24  -2.25
C  -0.37  -4.27  -0.35
C  0.27  -3.77  -2.63
C  -0.86  5.06  -0.39
H  -0.02  3.21  5.23
H  -2.02  -5.62  -0.13
H  3.34  -4.09  -1.31
C  1.55  -1.13  -5.80
C  -4.89  -0.20  -1.82
H  -1.83  6.87  -3.07
C  0.02  -0.07  -3.74
C  0.65  0.72  3.04
C  -1.16  6.19  -1.17
C  -1.57  6.02  -2.45
C  -0.95  3.80  -0.92
H  -2.03  1.29  -4.71
H  2.92  -2.93  -2.61
C  -3.71  -2.29  -1.86
C  -0.03  1.45  4.01
C  0.19  -1.42  -5.73
H  -5.80  0.36  -1.70
C  0.04  -0.56  2.52
S  1.69  -2.56  -0.59
H  -3.60  -5.96  -2.25
C  -1.32  3.56  -2.27
O  -0.72  -1.20  3.20
C  -1.43  2.30  -2.94
C  -1.56  -5.29  -2.20
H  -3.70  -3.37  -1.76
H  3.94  -2.41  -1.24
C  0.46  -3.63  -1.26
H  -2.74  -6.15  -3.78
H  -1.63  -1.13  -4.64
H  -0.27  -2.06  -6.47
C  3.12  -3.05  -1.55
H  -2.41  -7.24  -2.43
C  1.75  3.07  4.02
C  -0.57  -0.89  -4.70
C  -2.32  3.40  -4.92
H  2.42  0.57  1.83
C  -1.67  4.73  -3.02
H  2.14  -1.54  -6.61
I  -0.55  2.39  0.60
C  -1.94  2.25  -4.21
H  -0.89  -4.72  -4.16
C  2.45  2.33  3.08
H  -0.97  1.07  4.37
C  1.38  0.21  -3.82
H  3.42  2.66  2.73
H  -1.61  -2.19  -2.23
H  0.89  -3.23  -3.34
H  1.85  0.82  -3.06
O  0.40  -0.92  1.30
C  2.14  -0.32  -4.85
C  -0.73  -4.60  -3.09